Entry 1:
C18H11Cl3FOPtSe4Te as an isolated structure in a non-equilibrium geometry, computed with wB97M-V/def2-TZVPD.

## Properties
**⟨S²⟩**: 6.03
**Orbital gap (alpha / beta)**: 0.249 / 0.209 Ha
**Multiplicity**: 5
**E_HOMO (alpha / beta)**: -0.1635 / -0.1892 Eh
**Energy above the lowest of the compared OMol25 structures with the same formula, charge and spin**: 0.418 eV
**Net charge**: -1
**Electronic energy**: -12241.297485 Ha

Element x y z (Å)
Pt: -8.292 -19.295 4.762
Se: -9.314 -19.011 6.909
Se: -12.641 -21.537 4.313
Se: -10.419 -21.892 4.617
Se: -9.444 -20.413 2.988
Cl: -2.037 -23.278 4.323
C: -3.613 -22.621 4.599
C: -3.964 -21.487 3.881
C: -5.277 -21.060 3.962
Cl: -5.575 -19.605 3.006
C: -6.209 -21.615 4.896
O: -7.406 -21.152 5.151
C: -5.712 -22.712 5.608
Cl: -6.786 -23.360 6.807
C: -4.420 -23.233 5.466
H: -3.269 -20.928 3.207
H: -4.098 -24.084 6.048
F: -10.498 -13.742 3.003
C: -10.097 -14.997 3.386
C: -8.883 -15.456 2.980
C: -8.417 -16.734 3.396
C: -9.250 -17.569 4.197
C: -10.499 -17.051 4.544
C: -10.946 -15.823 4.123
H: -8.230 -14.814 2.315
H: -7.495 -17.083 3.013
H: -11.192 -17.655 5.005
H: -11.972 -15.571 4.383
Te: -6.058 -18.602 6.700
C: -6.698 -16.679 7.267
C: -6.972 -16.348 8.613
C: -7.360 -15.042 8.961
C: -7.575 -14.053 8.034
C: -7.338 -14.371 6.674
C: -6.911 -15.663 6.300
H: -6.915 -17.148 9.343
H: -7.562 -14.780 9.991
H: -7.852 -12.985 8.279
H: -7.529 -13.667 5.899
H: -6.794 -15.877 5.190

***

Entry 2:
C18H11F6MgN4O10S2 as an isolated structure, computed with wB97M-V/def2-TZVPD.

## Properties
**Orbital gap**: 0.324 Ha
**E_HOMO**: -0.2502 Eh
**Energy above the lowest of the compared OMol25 structures with the same formula, charge and spin**: 0.906 eV
**Net charge**: -1
**Electronic energy**: -3260.029857 Ha

Element x y z (Å)
Mg: 0.347 -1.558 0.608
O: 0.672 0.151 4.237
C: 0.687 -0.176 3.061
O: 0.543 -1.339 2.558
C: 0.871 0.952 2.032
C: 1.242 2.245 2.469
C: 1.406 3.227 1.545
C: 1.193 2.941 0.173
C: 1.344 3.906 -0.850
C: 1.129 3.569 -2.156
C: 0.743 2.253 -2.497
C: 0.581 1.304 -1.529
C: 0.812 1.628 -0.174
N: 0.659 0.662 0.774
H: 1.382 2.391 3.530
H: 1.703 4.229 1.834
H: 1.638 4.913 -0.577
H: 1.247 4.310 -2.936
H: 0.563 2.000 -3.533
H: 0.245 0.304 -1.769
C: -2.769 3.523 -0.445
C: -3.210 2.105 -0.347
N: -2.410 1.066 -0.336
C: -3.217 -0.037 -0.253
C: -4.535 0.351 -0.215
N: -4.507 1.718 -0.275
C: -5.853 -0.320 -0.130
O: -5.853 -1.629 -0.085
O: -6.866 0.354 -0.146
C: -2.667 -1.428 -0.180
O: -3.472 -2.366 -0.056
O: -1.413 -1.546 -0.252
H: -1.702 3.572 -0.241
H: -3.297 4.158 0.268
H: -2.942 3.921 -1.448
H: -5.344 2.278 -0.256
H: -4.890 -1.992 -0.094
F: 4.522 -2.941 -1.597
C: 4.795 -2.180 -0.539
F: 5.840 -2.697 0.102
F: 5.113 -0.958 -0.965
S: 3.351 -2.059 0.603
O: 2.288 -1.548 -0.258
O: 3.814 -1.226 1.659
N: 3.124 -3.535 1.047
S: 1.871 -4.415 0.721
O: 0.649 -3.649 0.564
O: 1.850 -5.571 1.548
C: 2.135 -5.085 -0.981
F: 2.039 -4.119 -1.895
F: 3.339 -5.649 -1.079
F: 1.211 -6.006 -1.237

***

Entry 3:
C18H12AsCrN3S4 as an isolated structure, computed with wB97M-V/def2-TZVPD.

## Properties
**⟨S²⟩**: 3.83
**Orbital gap (alpha / beta)**: 0.210 / 0.217 Ha
**Multiplicity**: 4
**E_HOMO (alpha / beta)**: -0.1467 / -0.1485 Eh
**Energy above the lowest of the compared OMol25 structures with the same formula, charge and spin**: 0.000 eV
**Net charge**: -1
**Electronic energy**: -5730.641035 Ha

Element x y z (Å)
Cr: -1.157 0.707 -0.170
C: -3.751 -2.572 1.193
C: -3.284 -1.310 0.794
N: -2.012 -1.081 0.558
C: -1.096 -2.087 0.690
C: -1.483 -3.377 1.090
C: -2.857 -3.593 1.337
C: -0.501 -4.389 1.231
C: 0.801 -4.073 0.982
C: 1.203 -2.782 0.581
C: 0.289 -1.752 0.422
N: 0.482 -0.448 0.068
C: 1.664 0.221 -0.170
C: 2.930 -0.271 -0.419
C: 4.028 0.592 -0.625
C: 3.895 1.948 -0.596
C: 2.609 2.507 -0.384
C: 2.361 3.901 -0.368
C: 1.096 4.366 -0.176
C: 0.045 3.447 -0.015
N: 0.245 2.148 -0.030
C: 1.514 1.655 -0.197
H: -4.807 -2.717 1.372
H: -3.945 -0.464 0.642
H: -3.183 -4.581 1.642
H: -0.798 -5.384 1.535
H: 1.564 -4.835 1.090
H: 2.253 -2.624 0.414
H: 3.111 -1.328 -0.501
H: 4.999 0.152 -0.816
H: 4.739 2.607 -0.752
H: 3.192 4.581 -0.521
H: 0.872 5.423 -0.183
H: -0.978 3.776 0.095
S: -4.666 1.909 -3.057
As: -2.899 2.456 -2.090
S: -1.306 0.902 -2.410
S: -3.032 1.990 0.127
S: -2.134 4.380 -2.383

***

Entry 4:
C18H12Br2N2O8Pt as an isolated structure in a non-equilibrium geometry, computed with wB97M-V/def2-TZVPD.

## Properties
**Orbital gap**: 0.234 Ha
**E_HOMO**: -0.3136 Eh
**Electronic energy**: -6671.871998 Ha

Element x y z (Å)
Pt: 0.658 -0.022 0.617
N: 1.959 -0.897 1.933
C: 2.322 -0.023 3.075
C: 1.073 0.407 3.816
C: 0.339 1.545 3.140
O: -0.130 2.458 3.767
O: 0.203 1.509 1.814
H: 1.525 -1.756 2.271
H: 2.793 -1.142 1.401
H: 2.850 0.835 2.659
H: 3.004 -0.559 3.735
H: 1.320 0.728 4.825
H: 0.376 -0.431 3.901
C: -2.490 1.023 0.370
C: -1.650 1.293 -0.833
C: -2.184 1.955 -1.962
C: -1.411 2.217 -3.052
C: -0.051 1.832 -3.065
C: 0.861 2.046 -4.126
Br: 0.294 2.908 -5.708
C: 2.160 1.638 -4.017
C: 2.615 1.002 -2.849
Br: 4.410 0.458 -2.726
C: 1.768 0.758 -1.795
O: 2.154 0.147 -0.674
C: 0.429 1.180 -1.922
N: -0.384 0.922 -0.847
H: -3.539 1.199 0.144
H: -2.182 1.673 1.189
H: -2.369 -0.004 0.711
H: -3.223 2.251 -1.935
H: -1.824 2.729 -3.910
H: 2.856 1.805 -4.827
O: -2.901 -5.214 0.369
C: -2.212 -4.241 0.427
C: -1.256 -3.728 -0.665
O: -1.058 -4.225 -1.742
C: -0.673 -2.499 -0.097
C: -1.127 -2.261 1.160
O: -0.632 -1.272 1.871
C: -2.105 -3.257 1.603
O: -2.689 -3.323 2.655
O: 0.122 -1.662 -0.702

***

Entry 5:
C18H12BrN7O3 in the gas phase in a non-equilibrium geometry, computed with wB97M-V/def2-TZVPD.

## Properties
**SMILES**: O=[N+]([O-])c1cc(Br)c(O)c(C/N=N/c2nnnn2-c2cccc3ccccc23)c1
**Orbital gap**: 0.269 Ha
**E_HOMO**: -0.3243 Eh
**Energy above the lowest of the compared OMol25 structures with the same formula, charge and spin**: 0.000 eV
**Electronic energy**: -3875.970282 Ha

Element x y z (Å)
O: 1.935 5.355 -3.278
N: 1.253 6.091 -2.558
O: 1.113 7.296 -2.729
C: 0.598 5.464 -1.473
C: -0.306 6.168 -0.661
C: -1.070 5.494 0.320
Br: -2.223 6.499 1.453
C: -0.922 4.087 0.488
O: -1.785 3.364 1.309
C: 0.039 3.390 -0.262
C: 0.370 1.908 -0.122
N: -0.810 1.058 -0.131
N: -0.617 -0.188 0.046
C: -1.784 -0.959 -0.021
N: -2.996 -0.495 0.056
N: -3.832 -1.536 -0.013
N: -3.232 -2.638 -0.102
N: -1.901 -2.338 -0.093
C: -0.860 -3.271 -0.270
C: -0.868 -4.088 -1.416
C: 0.188 -4.938 -1.670
C: 1.174 -5.123 -0.709
C: 1.172 -4.411 0.475
C: 2.205 -4.644 1.422
C: 2.282 -3.916 2.589
C: 1.259 -3.001 2.864
C: 0.235 -2.754 1.946
C: 0.164 -3.450 0.710
C: 0.752 4.090 -1.228
H: -0.454 7.240 -0.735
H: -1.692 2.438 1.048
H: 0.927 1.752 0.789
H: 0.944 1.610 -0.998
H: -1.673 -3.899 -2.120
H: 0.288 -5.474 -2.606
H: 2.030 -5.745 -0.958
H: 2.952 -5.419 1.200
H: 3.111 -4.078 3.286
H: 1.205 -2.411 3.793
H: -0.543 -2.042 2.264
H: 1.372 3.514 -1.906

***

Entry 6:
C18H12Cl2FN3O3 in the gas phase in a non-equilibrium geometry, computed with wB97M-V/def2-TZVPD.

## Properties
**SMILES**: C[C@H]1OC(Cc2ccc(Cl)c(Oc3cc(Cl)cc(C#N)c3)c2F)=NNC1=O
**Orbital gap**: 0.317 Ha
**E_HOMO**: -0.3280 Eh
**Electronic energy**: -2103.329584 Ha

Element x y z (Å)
C: -2.986 1.513 0.941
C: -1.963 1.372 -0.236
O: -2.054 0.012 -0.702
C: -1.544 -0.228 -1.983
C: -1.202 -1.605 -2.351
C: -0.469 -2.296 -1.222
C: -1.011 -3.384 -0.525
C: -0.380 -3.944 0.606
C: 0.788 -3.335 1.073
Cl: 1.497 -3.886 2.585
C: 1.370 -2.271 0.407
O: 2.532 -1.719 0.836
C: 2.574 -0.364 1.058
C: 3.726 0.327 0.684
C: 3.787 1.699 0.778
Cl: 5.205 2.570 0.148
C: 2.678 2.408 1.292
C: 1.546 1.715 1.774
C: 0.435 2.401 2.340
N: -0.523 2.961 2.729
C: 1.520 0.318 1.636
C: 0.758 -1.798 -0.783
F: 1.343 -0.856 -1.565
N: -1.396 0.721 -2.902
N: -1.768 1.983 -2.574
C: -2.162 2.412 -1.349
O: -2.366 3.597 -1.148
H: -3.061 2.575 1.219
H: -2.756 0.971 1.823
H: -3.939 1.152 0.595
H: -0.956 1.528 0.152
H: -2.119 -2.162 -2.646
H: -0.587 -1.519 -3.260
H: -1.980 -3.789 -0.851
H: -0.819 -4.803 1.107
H: 4.606 -0.225 0.314
H: 2.730 3.488 1.361
H: 0.606 -0.214 1.925
H: -1.660 2.677 -3.286

***

> Which value of electronic energy does entry 4 give?

-6671.871998 Ha